ORCA calculation (the ωB97M-V functional and the def2-TZVPD basis) on a cluster of 2 separate species, C9H14 in total.

Properties
Spin multiplicity: 1
Lowest unoccupied orbital energy in eV: 0.9
ΔE to the lowest compared entry with this formula, charge and spin in kJ/mol: 29.8
SMILES string: Cc1ccccc1.CC
Net charge: 0
Maximum force in eV Å⁻¹: 1.19

Each line ends with the Löwdin charge.
Atoms and positions in Å:
C: -2.56434 -0.68097 0.36943  -0.053
C: -1.65890 0.26827 1.09502  -0.283
C: -1.84478 1.65623 1.03117  -0.058
C: -0.98227 2.52384 1.66105  -0.097
C: 0.13532 2.05408 2.34746  -0.097
C: 0.35701 0.68611 2.40526  -0.088
C: -0.55740 -0.16518 1.80473  -0.068
H: -2.12394 -1.66792 0.27741  0.070
H: -2.68035 -0.29827 -0.64181  0.079
H: -3.53135 -0.83730 0.85171  0.082
H: -2.71759 2.04753 0.51966  0.111
H: -1.13652 3.59052 1.59588  0.099
H: 0.78814 2.74523 2.85558  0.096
H: 1.23586 0.34005 2.92546  0.099
H: -0.37818 -1.22835 1.92713  0.108
C: 2.06010 -2.09396 -2.36529  -0.169
C: 2.35515 -0.69396 -2.89911  -0.175
H: 2.61131 -2.86681 -2.90786  0.060
H: 2.42940 -2.23728 -1.34825  0.056
H: 0.98288 -2.25925 -2.36980  0.058
H: 3.20467 -0.64982 -3.56827  0.055
H: 2.50070 0.04506 -2.11446  0.058
H: 1.51507 -0.27784 -3.45210  0.056

***

ORCA calculation (the ωB97M-V functional and the def2-TZVPD basis) on a cluster of 2 separate species, C9H14 in total.

Properties
Spin multiplicity: 1
Lowest unoccupied orbital energy in eV: 1.0
ΔE to the lowest compared entry with this formula, charge and spin in kJ/mol: 77.2
SMILES string: Cc1ccccc1.CC
Net charge: 0
Maximum force in eV Å⁻¹: 1.83

Each line ends with the Löwdin charge.
Atoms and positions in Å:
C: -0.86642 -1.07168 -2.05615  -0.058
C: -0.87148 -0.79477 -0.55976  -0.293
C: -0.09805 -1.61478 0.28202  -0.052
C: -0.22572 -1.40464 1.63935  -0.097
C: -0.97601 -0.33162 2.12372  -0.104
C: -1.45924 0.64176 1.25926  -0.082
C: -1.57780 0.30114 -0.09776  -0.069
H: -1.90318 -1.31332 -2.30177  0.082
H: -0.24015 -1.88858 -2.39777  0.067
H: -0.48840 -0.25465 -2.67437  0.075
H: 0.48679 -2.39867 -0.16134  0.103
H: 0.27317 -2.11390 2.30188  0.104
H: -0.84128 -0.14132 3.18172  0.097
H: -1.70514 1.60425 1.69467  0.103
H: -2.08978 0.89482 -0.84938  0.115
C: 3.00499 1.47403 -1.18184  -0.160
C: 1.79092 1.99930 -0.40352  -0.162
H: 2.60112 0.67519 -1.80605  0.051
H: 3.48078 2.25856 -1.76571  0.057
H: 3.80938 0.96501 -0.63164  0.063
H: 0.80773 1.65323 -0.73936  0.041
H: 1.76295 3.07338 -0.49518  0.053
H: 1.74177 1.64699 0.63286  0.065

***

ORCA calculation (the ωB97M-V functional and the def2-TZVPD basis) on a cluster of 2 separate species, C9H14 in total.

Properties
Spin multiplicity: 1
Lowest unoccupied orbital energy in eV: 1.1
ΔE to the lowest compared entry with this formula, charge and spin in kJ/mol: 133.1
SMILES string: Cc1ccccc1.CC
Net charge: 0
Maximum force in eV Å⁻¹: 4.68

Each line ends with the Löwdin charge.
Atoms and positions in Å:
C: -0.86142 -0.39506 2.27183  -0.064
C: 0.11886 0.21947 1.25396  -0.297
C: -0.15759 1.57313 0.98986  -0.083
C: 0.49940 2.10663 -0.07198  -0.101
C: 1.58644 1.42267 -0.77801  -0.039
C: 1.88955 0.12374 -0.30882  -0.087
C: 1.02905 -0.49091 0.57832  -0.111
H: -0.69286 0.02082 3.24964  0.060
H: -0.75360 -1.55563 2.29070  0.105
H: -1.93214 -0.22530 2.06627  0.069
H: -0.95119 2.26679 1.45022  0.144
H: 0.08992 3.08138 -0.44608  0.109
H: 2.02561 1.94583 -1.57033  0.070
H: 2.66337 -0.47095 -0.74974  0.096
H: 1.07906 -1.56309 0.53440  0.112
C: -0.86874 -2.15546 -1.90920  -0.184
C: -2.03921 -1.27595 -1.48896  -0.182
H: -0.83970 -2.33382 -3.06208  0.088
H: 0.01751 -1.58159 -1.70506  0.015
H: -0.91586 -3.20922 -1.38980  0.101
H: -2.94045 -1.64996 -1.89148  0.036
H: -1.90523 -0.17968 -1.63924  0.076
H: -2.12254 -1.31518 -0.35935  0.066

***

ORCA calculation (the ωB97M-V functional and the def2-TZVPD basis) on a cluster of 2 separate species, C9H14 in total.

Properties
Spin multiplicity: 1
Lowest unoccupied orbital energy in eV: 1.0
ΔE to the lowest compared entry with this formula, charge and spin in kJ/mol: 117.0
SMILES string: Cc1ccccc1.CC
Net charge: 0
Maximum force in eV Å⁻¹: 3.83

Each line ends with the Löwdin charge.
Atoms and positions in Å:
C: -1.62079 0.45426 -1.90852  -0.055
C: -0.47767 -0.33774 -1.34735  -0.333
C: 0.70720 -0.10600 -2.05406  -0.081
C: 1.90745 -0.69170 -1.73759  -0.082
C: 1.94786 -1.68738 -0.70849  -0.084
C: 0.73116 -1.99253 -0.10092  -0.095
C: -0.46975 -1.35646 -0.47445  -0.094
H: -2.40818 0.32948 -1.11827  0.084
H: -2.00986 0.11358 -2.87964  0.089
H: -1.32373 1.51738 -1.82355  0.088
H: 0.74575 0.45167 -2.97518  0.109
H: 2.82053 -0.61821 -2.38517  0.113
H: 2.76889 -2.38433 -0.57367  0.095
H: 0.79194 -2.67973 0.76336  0.109
H: -1.37343 -1.48163 0.09522  0.110
C: -0.40436 1.46900 3.19532  -0.152
C: -0.25476 1.13043 1.68352  -0.172
H: -1.09080 2.32386 3.28429  0.059
H: -0.86401 0.57457 3.61848  0.056
H: 0.59359 1.69599 3.62609  0.068
H: -0.20071 0.05968 1.60698  0.031
H: 0.55052 1.66100 1.13178  0.078
H: -1.06687 1.55480 1.08182  0.057

***

ORCA calculation (the ωB97M-V functional and the def2-TZVPD basis) on a cluster of 2 separate species, C9H14 in total.

Properties
Spin multiplicity: 1
Lowest unoccupied orbital energy in eV: 1.0
ΔE to the lowest compared entry with this formula, charge and spin in kJ/mol: 176.2
SMILES string: Cc1ccccc1.CC
Net charge: 0
Maximum force in eV Å⁻¹: 6.74

Each line ends with the Löwdin charge.
Atoms and positions in Å:
C: 1.81071 1.86711 -0.37652  -0.056
C: 0.97456 0.90951 0.45141  -0.247
C: 1.35106 -0.43632 0.53565  -0.068
C: 0.68008 -1.35391 1.34662  -0.101
C: -0.52038 -1.05236 1.93539  -0.076
C: -0.94837 0.32712 1.85005  -0.064
C: -0.23064 1.33506 1.15879  -0.030
H: 2.34179 2.64077 0.09722  0.055
H: 1.10424 2.58861 -0.82298  0.079
H: 2.35391 1.29811 -1.13398  0.080
H: 2.18403 -0.82151 0.02813  0.090
H: 1.01775 -2.36499 1.47726  0.099
H: -1.00900 -1.75776 2.46244  0.057
H: -1.90856 0.70386 2.24859  0.098
H: -0.59087 2.29959 1.00298  0.078
C: -1.89525 -0.29092 -2.60042  -0.169
C: -0.75276 -1.27147 -2.64116  -0.159
H: -2.81276 -0.92982 -2.25377  0.104
H: -1.82383 0.46048 -1.83550  0.052
H: -2.09744 0.01813 -3.52319  0.008
H: -0.83064 -1.99376 -1.78664  0.081
H: 0.13314 -0.57835 -2.43884  0.088
H: -0.87580 -1.76630 -3.48053  0.002

***

ORCA calculation (the ωB97M-V functional and the def2-TZVPD basis) on a cluster of 2 separate species, C9H14 in total.

Properties
Spin multiplicity: 1
Lowest unoccupied orbital energy in eV: 1.0
ΔE to the lowest compared entry with this formula, charge and spin in kJ/mol: 110.2
SMILES string: Cc1ccccc1.CC
Net charge: 0
Maximum force in eV Å⁻¹: 1.93

Each line ends with the Löwdin charge.
Atoms and positions in Å:
C: -0.02003 1.98944 -2.61195  -0.065
C: -0.51427 1.25792 -1.40311  -0.286
C: -0.49328 -0.14456 -1.39301  -0.059
C: -1.29405 -0.83263 -0.49304  -0.116
C: -1.77857 -0.12203 0.58627  -0.129
C: -1.52869 1.23475 0.76749  -0.086
C: -1.04238 1.95750 -0.31968  -0.049
H: -0.03817 3.07416 -2.60735  0.075
H: -0.42297 1.65745 -3.57427  0.079
H: 1.00588 1.62262 -2.77900  0.083
H: 0.03531 -0.48792 -2.27708  0.115
H: -1.51077 -1.87420 -0.67914  0.111
H: -2.46587 -0.57084 1.29024  0.104
H: -1.85579 1.66386 1.70319  0.101
H: -0.88120 3.02242 -0.19984  0.108
C: 1.16566 -1.51046 1.18989  -0.173
C: 2.10754 -1.89126 2.35330  -0.143
H: 1.60588 -1.65214 0.20181  0.066
H: 0.19571 -2.00047 1.23147  0.048
H: 0.80443 -0.48150 1.13097  0.047
H: 2.97637 -2.43233 1.99123  0.057
H: 1.69047 -2.56494 3.10047  0.057
H: 2.25879 -0.91484 2.79112  0.056

***

ORCA calculation (the ωB97M-V functional and the def2-TZVPD basis) on a cluster of 2 separate species, C9H14 in total.

Properties
Spin multiplicity: 1
Lowest unoccupied orbital energy in eV: 1.0
ΔE to the lowest compared entry with this formula, charge and spin in kJ/mol: 77.5
SMILES string: Cc1ccccc1.CC
Net charge: 0
Maximum force in eV Å⁻¹: 2.72

Each line ends with the Löwdin charge.
Atoms and positions in Å:
C: 1.80230 1.40457 -1.37766  -0.067
C: 1.26408 0.63987 -0.21740  -0.287
C: 1.30112 1.09161 1.11777  -0.052
C: 0.81624 0.32435 2.16601  -0.091
C: 0.49653 -1.00146 1.92798  -0.104
C: 0.34106 -1.44007 0.63115  -0.101
C: 0.84276 -0.67318 -0.41598  -0.074
H: 1.87712 0.92527 -2.35306  0.073
H: 2.86863 1.58880 -1.11358  0.088
H: 1.51531 2.44170 -1.59364  0.079
H: 1.81329 2.02022 1.36462  0.111
H: 0.91110 0.78539 3.13850  0.100
H: 0.26001 -1.67469 2.74960  0.103
H: 0.04979 -2.47237 0.47881  0.103
H: 0.90308 -1.08394 -1.42099  0.113
C: -2.53640 0.39160 -1.08635  -0.160
C: -3.08422 -0.93953 -1.61665  -0.153
H: -3.26497 0.78522 -0.37416  0.059
H: -1.63917 0.34782 -0.45043  0.039
H: -2.27890 1.18119 -1.77519  0.057
H: -2.95393 -0.93248 -2.70228  0.059
H: -2.54583 -1.83026 -1.28886  0.056
H: -4.13526 -1.03008 -1.41318  0.051

***

ORCA calculation (the ωB97M-V functional and the def2-TZVPD basis) on a cluster of 2 separate species, C9H14 in total.

Properties
Spin multiplicity: 1
Lowest unoccupied orbital energy in eV: 1.0
ΔE to the lowest compared entry with this formula, charge and spin in kJ/mol: 61.0
SMILES string: Cc1ccccc1.CC
Net charge: 0
Maximum force in eV Å⁻¹: 1.46

Each line ends with the Löwdin charge.
Atoms and positions in Å:
C: 2.14916 -0.28948 -0.08315  -0.043
C: 0.99578 -0.32936 -1.07225  -0.267
C: -0.14883 -1.07864 -0.88358  -0.059
C: -1.26629 -0.91508 -1.71456  -0.093
C: -1.16942 -0.12095 -2.82634  -0.108
C: -0.03941 0.69265 -3.02729  -0.086
C: 1.00938 0.60032 -2.13688  -0.061
H: 2.55559 0.72081 -0.02482  0.080
H: 2.85314 -1.10239 -0.22191  0.080
H: 1.75314 -0.35637 0.93279  0.043
H: -0.25337 -1.66507 0.02309  0.108
H: -2.22210 -1.40692 -1.58308  0.101
H: -1.92481 -0.13434 -3.60379  0.099
H: -0.05331 1.42854 -3.81825  0.099
H: 1.83991 1.26729 -2.31599  0.105
C: -1.38240 0.60635 2.45780  -0.167
C: -0.17370 0.12398 3.23326  -0.163
H: -1.88833 -0.24341 1.97887  0.059
H: -2.16523 1.14231 2.98186  0.057
H: -1.12633 1.14620 1.53991  0.061
H: -0.20951 -0.92585 3.53230  0.066
H: 0.67952 0.14503 2.55254  0.030
H: 0.18742 0.69435 4.07949  0.060